(1)
Here is a 2-piece molecular cluster, C3H2BrClO2 overall in a non-equilibrium geometry from the OMol25 dataset. Energies are from wB97M-V/def2-TZVPD.

Geometry as XYZ:
```
9
Properties=species:S:1:pos:R:3:forces:R:3
C 0.6758 0.7751 0.0294 -4.0 1.2 -1.8
C 1.1520 -0.3364 0.7967 2.3 -0.1 -2.7
C -1.1604 -0.1214 -0.2997 0.6 4.3 4.2
O 0.9545 1.8067 -0.4813 0.0 -1.4 1.2
O 0.8837 -0.8667 1.7751 -0.8 -0.9 2.9
Cl 2.1626 -1.1663 -0.5057 0.1 -0.2 0.2
Br -2.2149 1.1841 -1.2914 0.7 -1.0 0.7
H -0.9118 -0.9396 -0.8368 0.5 -2.6 -1.8
H -1.5416 -0.3355 0.8136 0.7 0.6 -2.8
```
Positions in Å, forces in eV/Å.

Results
- multiplicity = 1
- E_tot (Eh) = -3300.10372
- HOMO-LUMO gap (eV) = 8.88
- charge = 0



(2)
Here is C3H2CaO2 as an isolated structure in a non-equilibrium geometry from the OMol25 dataset. Energies are from wB97M-V/def2-TZVPD.

Geometry as XYZ:
```
8
Properties=species:S:1:pos:R:3:forces:R:3
H 1.1607 1.7310 -0.4904 0.9 -1.6 -0.6
O -0.8570 0.1545 -0.8833 -0.4 -2.4 -0.6
C 0.3215 0.0555 -1.0440 -1.2 3.7 1.4
C 1.4391 0.7102 -0.9426 0.5 0.0 -1.1
Ca -2.8050 -0.9309 -0.2813 -0.1 0.0 0.1
H 2.2719 0.4676 -1.6010 0.2 0.3 0.8
C -0.6901 -1.2719 3.1521 0.1 0.0 0.1
O -0.8411 -0.9158 2.0905 -0.1 0.0 -0.2
```
Positions in Å, forces in eV/Å.

Results
- multiplicity = 2
- E_tot (Eh) = -943.25317
- HOMO-LUMO gap (spin up / spin down) (eV) = 4.77 / 8.95
- charge = +1



Relative energy (zero: lowest compared OMol25 entry of this formula, charge and spin) (computed, kJ/mol): 187.8, 0.0